ORCA calculation (ωB97M-V/def2-TZVPD) on a molecular structure, C18H12F3I3IrNO3S.

Output
**Gap between HOMO and LUMO (spin up / spin down)**: 7.1 / 5.1 eV
**Expectation value of S²**: 0.76
**M**: 952.29 g mol⁻¹
**Energy**: -72614.889 eV

Structure (ORCA input):
```
! wB97M-V def2-TZVPD RIJCOSX def2/J DEFGRID3
* xyz 1 2
Ir -0.02744 0.38695 0.42851
O -0.67886 0.21103 2.30450
N 0.17151 0.46958 3.30675
C -0.34988 0.44148 4.55229
C 0.46143 0.66793 5.62783
C 1.81791 0.92320 5.41227
C 2.31074 0.94922 4.13019
C 1.45175 0.72141 3.05347
S 1.96040 0.73160 1.40821
H -1.40803 0.23203 4.59412
H 0.03930 0.64712 6.62109
H 2.47772 1.10059 6.24994
H 3.35408 1.14105 3.92461
I 3.21355 -1.85640 -0.81772
C 2.65931 -0.48196 -2.29574
I 0.65584 0.26546 -2.15370
H 2.67547 -0.96642 -3.26522
H 3.30788 0.38376 -2.26640
I -2.69049 0.34892 -0.08142
C -2.74047 2.42786 -0.07352
C -3.94369 3.06494 -0.13715
C -3.97844 4.47361 -0.17502
C -2.81028 5.17417 -0.19378
C -1.55424 4.51816 -0.15992
C -0.35901 5.26196 -0.27457
C 0.84181 4.61849 -0.30293
C 0.90180 3.22128 -0.15072
C -0.22110 2.44353 0.03286
C -1.49414 3.10017 -0.05068
H -4.86842 2.50309 -0.16891
H -4.93107 4.98383 -0.20748
H -2.82001 6.25543 -0.24964
H -0.41847 6.33936 -0.36199
H 1.76308 5.17346 -0.42087
H 1.88746 2.77835 -0.15052
F 0.69142 -4.16985 0.64133
C -0.62134 -3.95114 0.73054
F -0.99774 -4.20119 1.99223
F -1.24579 -4.80675 -0.07571
C -1.01464 -2.49102 0.37536
O -2.19418 -2.23600 0.25682
O -0.00602 -1.69809 0.26208
*
```